{
  "formula": "C60H47IrN8P",
  "method": "ωB97M-V with the def2-TZVPD basis set",
  "homo_lumo_gap_ha": [0.163, 0.163],
  "e_lumo_ev": [-10.3, -10.3],
  "total_charge": 3,
  "homo_energy_ev": [-14.700, -14.700],
  "species": ["Ir", "C", "N", "C", "N", "C", "C", "C", "C", "C", "C", "C", "C", "C", "C", "C", "C", "C", "C", "P", "C", "N", "C", "C", "N", "C", "C", "C", "C", "C", "C", "C", "C", "C", "C", "C", "C", "C", "C", "N", "C", "C", "N", "C", "C", "C", "C", "C", "C", "C", "C", "C", "C", "C", "C", "C", "H", "H", "H", "H", "H", "H", "H", "H", "H", "H", "H", "H", "H", "H", "H", "H", "H", "H", "H", "H", "H", "H", "H", "H", "H", "H", "H", "H", "H", "H", "H", "H", "H", "H", "H", "H", "H", "H", "H", "C", "C", "N", "C", "C", "C", "C", "C", "C", "C", "C", "C", "N", "C", "H", "H", "H", "H", "H", "H", "H", "H"],
  "positions_angstrom": [[-0.07321, 0.27921, -0.44544], [0.26956, 0.60854, 5.26073], [0.08135, 1.11482, 3.92204], [0.07493, 0.39775, 2.77051], [-0.02320, 1.20239, 1.71547], [-0.08533, 2.48312, 2.19825], [-0.05103, 2.42801, 3.59413], [-0.26462, 3.44989, 4.62779], [0.78302, 3.98140, 5.37612], [0.51888, 4.88707, 6.38958], [-0.79051, 5.24642, 6.68535], [-1.83780, 4.72707, 5.93538], [-1.58002, 3.83997, 4.90741], [-0.10182, 3.66093, 1.35015], [-0.37997, 4.94106, 1.84599], [-0.36547, 6.03763, 1.00542], [-0.11228, 5.88670, -0.35114], [0.16109, 4.62081, -0.85354], [0.20188, 3.53366, -0.00718], [-0.20941, -1.39905, 2.84506], [0.92279, -2.05669, 1.57736], [1.06111, -1.66121, 0.31006], [1.64546, -2.68470, -0.35443], [1.88550, -3.73666, 0.53892], [1.41829, -3.30843, 1.74644], [1.51817, -3.99530, 3.01072], [2.44886, -5.04546, 0.28045], [1.91159, -6.19562, 0.87982], [2.45900, -7.43559, 0.62449], [3.55668, -7.55255, -0.22287], [4.09122, -6.41975, -0.82823], [3.54140, -5.17844, -0.58816], [1.71641, -2.75520, -1.82017], [2.81013, -2.32579, -2.56292], [2.79744, -2.44928, -3.94260], [1.71118, -3.01635, -4.58751], [0.63166, -3.46723, -3.84569], [0.62720, -3.33024, -2.47194], [-1.64631, -1.38781, 1.69691], [-1.63319, -1.18219, 0.38651], [-2.85897, -1.52813, -0.10009], [-3.66053, -1.91247, 0.98470], [-2.86166, -1.83709, 2.08609], [-3.21324, -2.07758, 3.45980], [-5.06045, -2.31145, 1.03991], [-5.40551, -3.56764, 1.54181], [-6.72392, -3.97966, 1.52944], [-7.71602, -3.13160, 1.05631], [-7.38279, -1.86704, 0.58715], [-6.06464, -1.45888, 0.56597], [-3.09841, -1.65592, -1.52640], [-4.27372, -2.23024, -2.02502], [-4.45234, -2.40705, -3.38274], [-3.46909, -2.01331, -4.27560], [-2.29545, -1.44391, -3.79715], [-2.10480, -1.28976, -2.44139], [0.89367, 1.30179, 5.82619], [0.76384, -0.36256, 5.22366], [-0.68388, 0.50449, 5.78264], [1.80202, 3.70788, 5.14770], [1.33802, 5.32307, 6.94063], [-0.99192, 5.92983, 7.49575], [-2.85689, 5.01327, 6.14734], [-2.38897, 3.42513, 4.32118], [-0.60803, 5.07250, 2.89119], [-0.54617, 7.02211, 1.40814], [-0.10434, 6.74340, -1.00837], [0.35899, 4.49614, -1.90748], [0.51824, 2.55181, -0.36794], [2.32763, -4.72438, 2.96808], [0.58784, -4.51347, 3.25862], [1.73652, -3.27258, 3.79773], [1.03750, -6.11957, 1.50805], [2.02714, -8.31355, 1.08032], [3.99033, -8.52188, -0.41127], [4.94745, -6.50708, -1.47760], [3.97403, -4.29698, -1.03126], [3.67748, -1.91641, -2.06594], [3.64615, -2.11880, -4.51991], [1.71327, -3.11366, -5.66171], [-0.20077, -3.94318, -4.33749], [-0.21977, -3.67311, -1.89608], [-4.29507, -2.09395, 3.56825], [-2.79912, -1.28022, 4.07828], [-2.80806, -3.03006, 3.80792], [-4.62974, -4.22862, 1.89577], [-6.97799, -4.96761, 1.87699], [-8.74423, -3.45704, 1.04907], [-8.15639, -1.20371, 0.23498], [-5.80075, -0.47799, 0.19911], [-5.04059, -2.55781, -1.34541], [-5.36258, -2.85378, -3.74806], [-3.60531, -2.16587, -5.33329], [-1.53106, -1.12670, -4.48810], [-1.15023, -0.89437, -2.07052], [-3.86364, 2.57707, -1.70645], [-2.89857, 1.86474, -0.99322], [-1.69517, 1.62969, -1.46836], [-1.35174, 2.12371, -2.67363], [-2.24265, 2.90327, -3.44749], [-3.53362, 3.10476, -2.93325], [-1.80643, 3.46088, -4.68396], [-0.52986, 3.28773, -5.10425], [0.39357, 2.49817, -4.35455], [1.73506, 2.32895, -4.73997], [2.56772, 1.55921, -3.96097], [2.05492, 0.94519, -2.81520], [0.80491, 1.10038, -2.41782], [-0.02278, 1.87995, -3.15204], [-4.84628, 2.71108, -1.28773], [-3.11141, 1.47622, -0.00584], [-4.24982, 3.67318, -3.50791], [-2.52136, 4.02864, -5.26064], [-0.18642, 3.73752, -6.02347], [2.09832, 2.82145, -5.62927], [3.60780, 1.43158, -4.21477], [2.68544, 0.31870, -2.19918]],
  "forces_ev_per_angstrom": [[-3.15, -1.82, 1.08], [0.01, -0.36, 0.82], [0.00, -0.16, -1.38], [0.11, -1.02, 0.60], [0.01, -1.15, -1.62], [0.04, 0.53, 0.57], [-0.06, 0.25, -0.91], [-0.12, 0.23, 0.35], [-0.10, 0.00, -0.24], [-0.12, 0.09, 0.07], [0.11, -0.07, -0.12], [-0.02, 0.05, 0.04], [0.31, -0.26, -0.02], [-0.01, 0.61, -0.56], [-0.04, -0.35, 0.02], [0.05, 0.10, -0.19], [-0.01, -0.17, 0.06], [0.02, 0.20, -0.09], [0.10, -0.28, 0.34], [0.17, 0.46, -0.93], [-0.31, 0.41, 0.80], [-0.54, 1.74, 0.26], [0.34, -0.84, -0.09], [-0.27, 0.87, -0.65], [0.03, 0.73, -0.79], [0.05, -0.35, 0.82], [0.39, -0.79, -0.09], [0.04, 0.45, -0.31], [0.22, -0.15, -0.16], [-0.12, 0.20, 0.05], [-0.04, -0.31, 0.06], [-0.33, 0.17, 0.44], [-0.03, 0.09, -0.23], [-0.08, -0.01, 0.03], [0.11, 0.10, -0.05], [-0.04, 0.01, 0.04], [-0.06, -0.04, -0.19], [0.10, 0.10, 0.06], [0.13, -0.29, 0.96], [1.55, 1.85, 0.23], [-0.89, -0.21, 0.31], [0.45, 0.33, -1.02], [0.98, 0.52, -0.72], [-0.19, -0.24, 0.89], [-0.55, -0.20, 0.10], [0.12, 0.26, -0.25], [-0.21, 0.00, 0.01], [0.17, -0.01, -0.01], [-0.12, -0.06, 0.01], [0.32, -0.13, 0.32], [-0.10, 0.02, -0.63], [0.22, 0.10, 0.11], [0.09, 0.04, -0.12], [0.08, 0.07, 0.11], [0.00, 0.05, -0.19], [-0.33, -0.01, 0.30], [-0.08, -0.10, -0.14], [-0.05, 0.15, -0.01], [0.04, 0.06, -0.08], [0.15, -0.04, -0.02], [0.05, -0.02, 0.10], [-0.01, 0.09, 0.03], [-0.06, 0.04, 0.06], [-0.09, 0.02, -0.03], [0.01, 0.10, 0.00], [-0.07, 0.07, 0.06], [-0.04, 0.06, -0.02], [0.15, 0.00, -0.14], [-0.01, 0.59, -0.03], [-0.09, 0.14, -0.04], [0.13, 0.03, -0.08], [0.02, -0.10, -0.08], [-0.10, -0.03, 0.08], [0.00, -0.08, 0.03], [0.04, -0.09, -0.02], [0.08, -0.03, -0.08], [0.09, 0.09, -0.09], [0.12, 0.04, 0.10], [0.15, 0.03, -0.06], [0.01, -0.07, -0.11], [-0.15, -0.03, -0.09], [-0.08, -0.10, 0.08], [0.04, 0.04, -0.06], [-0.15, -0.07, -0.01], [-0.09, 0.04, -0.07], [0.08, -0.16, 0.05], [-0.06, -0.11, 0.09], [-0.10, -0.02, 0.01], [-0.09, 0.07, -0.05], [0.02, 0.10, -0.09], [-0.07, -0.04, -0.02], [-0.11, -0.09, -0.03], [-0.02, 0.04, -0.16], [0.18, -0.04, -0.11], [-0.01, -0.19, -0.23], [0.17, 0.12, -0.30], [-0.22, -0.19, 0.45], [1.49, -0.98, 1.19], [0.21, 0.25, -0.58], [0.31, -0.45, 0.53], [-0.03, -0.19, 0.25], [0.33, -0.06, -0.11], [-0.35, 0.06, -0.02], [-0.11, -0.33, 0.64], [0.08, -0.20, 0.28], [-0.21, 0.07, -0.07], [0.61, -0.11, -0.07], [-0.03, -0.49, 1.52], [-0.49, 0.58, -0.56], [-0.10, 0.04, 0.11], [-0.04, -0.05, 0.00], [-0.09, 0.06, -0.02], [0.03, 0.10, -0.09], [0.01, 0.03, -0.10], [0.07, 0.02, -0.11], [0.07, -0.08, 0.00], [-0.03, 0.04, -0.01]]
}